(1)
Molecular formula: C23H29FN4O
Method: DFT, ωB97M-V/def2-TZVPD

Computed properties:
Structure (SMILES): O=C(Nc1ccnn1C1CCN(C/C=C/c2ccc(F)cc2)CC1)C1CCCC1
Strongest force on any atom (eV/Å): 0.828
Kohn-Sham gap (Ha): 0.3231
Net charge: 0
HOMO (eV): -8.38

Last column: natural (NBO) charge in e.
Geometry (Å):
1 O -4.953 -1.510 -1.676  -0.59
2 C -4.304 -0.566 -1.298  0.70
3 N -3.121 -0.686 -0.618  -0.62
4 C -2.525 -1.883 -0.247  0.31
5 C -2.869 -3.191 -0.521  -0.36
6 C -1.875 -3.945 0.113  -0.04
7 N -1.000 -3.174 0.725  -0.29
8 N -1.402 -1.915 0.518  -0.18
9 C -0.623 -0.805 1.011  -0.04
10 C 0.099 -1.195 2.299  -0.40
11 C 0.973 -0.041 2.779  -0.21
12 N 1.944 0.300 1.760  -0.45
13 C 2.948 1.243 2.211  -0.25
14 C 4.189 1.205 1.372  -0.17
15 C 4.524 0.174 0.599  -0.20
16 C 5.715 0.047 -0.227  -0.10
17 C 5.935 -1.156 -0.902  -0.16
18 C 7.048 -1.342 -1.698  -0.28
19 C 7.954 -0.305 -1.823  0.40
20 F 9.046 -0.474 -2.600  -0.33
21 C 7.769 0.903 -1.175  -0.28
22 C 6.652 1.072 -0.381  -0.16
23 C 1.280 0.754 0.555  -0.23
24 C 0.421 -0.366 -0.021  -0.41
25 C -4.690 0.894 -1.511  -0.33
26 C -6.020 1.026 -2.274  -0.41
27 C -7.023 1.561 -1.253  -0.40
28 C -6.169 2.444 -0.351  -0.40
29 C -4.904 1.610 -0.156  -0.40
30 H -2.649 0.160 -0.338  0.40
31 H -3.707 -3.528 -1.091  0.25
32 H -1.768 -5.010 0.145  0.21
33 H -1.306 0.030 1.227  0.19
34 H 0.719 -2.067 2.094  0.24
35 H -0.626 -1.463 3.068  0.22
36 H 1.509 -0.348 3.680  0.21
37 H 0.334 0.825 3.040  0.15
38 H 2.556 2.278 2.239  0.17
39 H 3.226 0.982 3.239  0.21
40 H 4.821 2.077 1.464  0.19
41 H 3.853 -0.673 0.577  0.22
42 H 5.220 -1.959 -0.796  0.21
43 H 7.219 -2.271 -2.219  0.23
44 H 8.496 1.691 -1.297  0.23
45 H 6.508 2.015 0.121  0.21
46 H 2.042 1.046 -0.170  0.22
47 H 0.645 1.640 0.759  0.15
48 H 1.053 -1.222 -0.255  0.22
49 H -0.061 -0.031 -0.943  0.21
50 H -3.879 1.369 -2.071  0.22
51 H -6.321 0.060 -2.676  0.25
52 H -5.911 1.728 -3.101  0.20
53 H -7.842 2.103 -1.722  0.21
54 H -7.440 0.736 -0.673  0.20
55 H -6.654 2.685 0.593  0.21
56 H -5.927 3.377 -0.865  0.20
57 H -4.049 2.223 0.131  0.21
58 H -5.076 0.871 0.629  0.21

=====

(2)
Molecular formula: C3H9NO3
Method: DFT, ωB97M-V/def2-TZVPD

Computed properties:
Structure (SMILES): NCCO.O=CO
Strongest force on any atom (eV/Å): 1.029
Kohn-Sham gap (Ha): 0.4025
Net charge: 0
Energy relative to the best compared isomer or geometry (same formula, charge and spin) (eV): 1.017
HOMO (eV): -10.22

Last column: natural (NBO) charge in e.
Geometry (Å):
1 N 0.672 -0.099 -0.720  -0.85
2 C 0.377 -0.991 0.417  -0.24
3 C 0.837 -0.434 1.747  -0.07
4 O 0.346 -1.265 2.784  -0.72
5 H 1.659 -0.155 -0.962  0.37
6 H 0.551 0.870 -0.427  0.38
7 H 0.832 -1.961 0.232  0.20
8 H -0.713 -1.078 0.467  0.20
9 H 1.937 -0.429 1.769  0.15
10 H 0.517 0.607 1.868  0.16
11 H 0.619 -0.878 3.619  0.47
12 O -0.875 2.292 -1.861  -0.61
13 C -1.723 1.530 -2.219  0.65
14 O -1.601 0.204 -2.287  -0.71
15 H -2.706 1.837 -2.590  0.10
16 H -0.729 -0.050 -1.838  0.51

=====

(3)
Molecular formula: C35H43N4OP3Pd
Method: DFT, ωB97M-V/def2-TZVPD

Computed properties:
Strongest force on any atom (eV/Å): 4.164
Kohn-Sham gap (spin up / spin down) (Ha): 0.2023 / 0.2411
Net charge: 0
Energy relative to the best compared isomer or geometry (same formula, charge and spin) (eV): 0.000
<S²>: 2.01
HOMO (spin up / spin down) (eV): -5.67 / -6.77
Spin multiplicity: 3

Last column: Löwdin charge in e.
Geometry (Å):
1 Pd 0.709 0.629 0.827  0.18
2 N 3.450 0.030 1.820  -0.14
3 P 2.270 0.724 2.851  0.95
4 C 2.062 -0.516 4.160  -0.32
5 C 2.377 -1.915 3.795  -0.07
6 C 2.576 -2.834 4.867  -0.12
7 C 2.624 -2.449 6.183  -0.12
8 C 2.208 -1.169 6.489  -0.12
9 C 1.735 -0.323 5.527  -0.10
10 C 2.819 2.092 3.884  -0.39
11 C 1.851 3.145 4.078  -0.09
12 C 2.321 4.371 4.546  -0.08
13 C 3.734 4.504 4.522  -0.11
14 C 4.675 3.506 4.361  -0.08
15 C 4.189 2.206 4.088  -0.09
16 C 3.448 0.050 0.403  -0.35
17 C 4.708 -0.228 -0.208  0.01
18 C 4.674 -0.133 -1.614  -0.05
19 C 3.458 -0.047 -2.346  -0.05
20 C 2.288 0.033 -1.595  -0.15
21 N 2.307 -0.015 -0.283  -0.07
22 H 4.295 -0.387 2.164  0.09
23 H 2.494 -2.285 2.788  0.09
24 H 2.670 -3.928 4.678  0.11
25 H 2.815 -3.335 6.916  0.14
26 H 2.414 -0.719 7.456  0.11
27 H 1.396 0.617 5.958  0.11
28 H 0.855 3.008 3.584  0.10
29 H 1.666 5.110 5.028  0.11
30 H 4.069 5.549 4.639  0.11
31 H 5.734 3.744 4.405  0.10
32 H 4.798 1.291 4.091  0.11
33 H 5.507 -0.443 0.459  0.10
34 H 5.567 -0.041 -2.204  0.10
35 H 3.413 -0.420 -3.368  0.10
36 H 1.315 0.012 -2.083  0.09
37 C -0.997 -1.185 2.785  -0.34
38 P -0.521 -1.457 0.892  0.79
39 C -2.074 -0.797 0.211  -0.54
40 N -3.037 -1.784 -0.033  0.11
41 C -4.271 -1.384 -0.414  -0.26
42 C -5.193 -2.369 -0.771  -0.03
43 C -6.491 -2.028 -1.113  -0.08
44 C -6.797 -0.653 -1.123  -0.10
45 C -5.838 0.356 -1.024  -0.03
46 C -4.516 -0.003 -0.675  -0.19
47 N -3.501 0.953 -0.520  0.12
48 C -2.298 0.547 -0.058  -0.45
49 P -1.062 1.858 0.099  0.81
50 C -2.037 3.222 0.742  -0.28
51 C -0.390 3.280 -2.311  -0.39
52 C 0.108 4.153 -1.264  -0.14
53 C -1.171 2.118 -1.743  -0.30
54 C 0.220 3.249 -3.585  -0.10
55 C -0.480 -3.518 -4.815  -0.39
56 C 0.432 -2.703 -4.295  0.01
57 C -0.085 -4.405 -5.941  -0.10
58 C -2.025 -3.316 -4.432  -0.06
59 H -0.466 -1.889 3.440  0.00
60 H -2.096 -1.134 2.859  0.02
61 H -0.582 -0.175 2.950  -0.04
62 H -4.921 -3.451 -0.870  0.13
63 H -7.351 -2.641 -1.452  0.11
64 H -7.756 -0.230 -1.396  0.09
65 H -6.097 1.428 -1.026  0.12
66 H -1.655 4.248 0.555  0.04
67 H -2.462 3.357 1.737  0.05
68 H -2.911 3.181 0.024  0.06
69 H -0.462 4.004 -0.292  0.00
70 H -0.177 5.240 -1.502  0.11
71 H 1.160 4.410 -1.217  0.08
72 H -2.212 2.191 -2.160  0.11
73 H -4.314 -5.430 -6.343  0.00
74 H -0.699 1.211 -2.137  0.06
75 H -0.283 3.879 -4.364  0.10
76 H 0.328 2.239 -4.040  0.09
77 H 1.137 3.785 -3.535  0.06
78 H -5.531 -4.457 -6.333  0.11
79 H 1.435 -3.042 -4.441  0.05
80 H 0.297 -1.728 -3.857  0.04
81 H 0.278 -5.396 -5.602  0.08
82 H 0.555 -4.077 -6.766  0.08
83 H -1.086 -4.736 -6.349  0.08
84 H -2.316 -4.187 -3.834  0.06
85 H -2.595 -3.114 -5.376  0.06
86 H -2.184 -2.528 -3.630  0.08
87 O -4.497 -4.529 -6.520  -0.10

=====

(4)
Molecular formula: C7H17N2O2Si
Method: DFT, ωB97M-V/def2-TZVPD

Computed properties:
Strongest force on any atom (eV/Å): 3.750
Kohn-Sham gap (Ha): 0.2188
Net charge: +1
Energy relative to the best compared isomer or geometry (same formula, charge and spin) (eV): 2.799
HOMO (eV): -11.56

Last column: natural (NBO) charge in e.
Geometry (Å):
1 C 0.009 0.204 -1.078  0.21
2 C 2.474 0.274 -1.165  0.90
3 C 5.476 -1.118 -0.051  -0.63
4 C -5.378 -0.678 1.664  -1.15
5 C -2.428 -0.947 0.055  -1.29
6 C -3.373 1.663 1.202  -1.17
7 C 4.821 -0.354 -1.135  -0.07
8 N 1.201 -0.337 -1.316  -0.64
9 N -0.069 1.455 -0.724  -0.77
10 O 2.604 1.443 -0.948  -0.61
11 O 3.401 -0.694 -1.068  -0.52
12 Si -3.928 -0.007 0.632  1.90
13 H 4.992 -0.908 0.896  0.22
14 H 5.498 -2.161 -0.252  0.22
15 H 6.549 -0.808 0.004  0.23
16 H -5.142 -1.727 1.806  0.28
17 H -5.600 0.029 2.599  0.30
18 H -6.239 -0.503 1.030  0.28
19 H -2.714 -1.737 -0.596  0.27
20 H -1.531 -0.477 -0.521  0.31
21 H -1.982 -1.524 0.845  0.30
22 H -3.305 2.350 0.414  0.27
23 H -3.912 2.060 1.949  0.26
24 H -2.296 1.555 1.460  0.28
25 H 5.150 -0.495 -2.168  0.19
26 H 4.877 0.690 -1.039  0.20
27 H 1.292 -1.325 -1.527  0.42
28 H 0.535 2.305 -0.549  0.43
29 H -0.981 1.771 -0.420  0.36

=====

(5)
Molecular formula: C57H37CrN13O
Method: DFT, ωB97M-V/def2-TZVPD

Computed properties:
Strongest force on any atom (eV/Å): 0.788
Kohn-Sham gap (spin up / spin down) (Ha): 0.1542 / 0.1635
Net charge: 0
<S²>: 6.10
HOMO (spin up / spin down) (eV): -5.17 / -5.69
Spin multiplicity: 5

Last column: Löwdin charge in e.
Geometry (Å):
1 Cr -0.315 0.045 0.036  0.90
2 C 2.459 6.102 0.227  -0.08
3 C 2.124 6.124 -1.130  -0.08
4 C 1.519 5.036 -1.736  -0.01
5 C 1.238 3.937 -0.939  -0.11
6 C 0.539 2.689 -1.215  -0.30
7 N 0.173 2.376 -2.429  0.20
8 C -0.662 1.364 -2.677  -0.27
9 C -1.435 1.278 -3.888  -0.11
10 C -1.364 1.951 -5.106  -0.02
11 C -2.352 1.705 -6.037  -0.09
12 C -3.412 0.826 -5.758  -0.09
13 C -3.500 0.164 -4.551  -0.02
14 C -2.488 0.383 -3.617  -0.11
15 C -2.297 -0.059 -2.266  -0.28
16 N -3.241 -0.692 -1.578  0.20
17 C -3.209 -0.833 -0.281  -0.31
18 N -2.214 -0.459 0.605  0.04
19 C -2.525 -1.031 1.819  -0.31
20 N -1.799 -1.102 2.904  0.20
21 C -0.640 -0.454 3.021  -0.29
22 N -0.014 0.246 2.034  0.06
23 C 0.862 1.109 2.644  -0.30
24 N 1.382 2.222 2.120  0.20
25 C 1.073 2.649 0.934  -0.31
26 N 0.362 1.983 -0.052  0.04
27 C 1.563 3.918 0.419  -0.11
28 C 2.191 4.999 1.021  -0.01
29 C 0.928 0.828 4.046  -0.13
30 C 1.632 1.424 5.093  -0.03
31 C 1.346 1.010 6.376  -0.08
32 C 0.369 0.028 6.624  -0.09
33 C -0.328 -0.569 5.595  -0.02
34 C -0.033 -0.173 4.291  -0.11
35 C -3.819 -1.689 1.741  -0.12
36 C -4.549 -2.402 2.682  -0.01
37 C -5.735 -2.980 2.264  -0.08
38 C -6.185 -2.832 0.947  -0.08
39 C -5.459 -2.115 0.011  -0.01
40 C -4.257 -1.552 0.421  -0.11
41 N -1.127 0.462 -1.766  0.06
42 H 2.936 6.969 0.666  0.10
43 H 2.338 7.011 -1.712  0.10
44 H 1.253 5.023 -2.785  0.11
45 H -0.562 2.649 -5.310  0.11
46 H -2.332 2.206 -6.996  0.10
47 H -4.178 0.672 -6.508  0.10
48 H -4.328 -0.494 -4.324  0.11
49 H 2.441 4.976 2.073  0.11
50 H 2.355 2.206 4.896  0.11
51 H 1.863 1.463 7.212  0.10
52 H 0.148 -0.245 7.648  0.10
53 H -1.086 -1.318 5.786  0.11
54 H -4.179 -2.495 3.694  0.11
55 H -6.317 -3.570 2.959  0.10
56 H -7.114 -3.303 0.652  0.10
57 H -5.804 -2.002 -1.008  0.11
58 C 3.922 0.236 -1.382  -0.01
59 C 2.745 0.509 -0.687  -0.08
60 N 1.665 -0.252 -0.741  0.08
61 C 1.746 -1.397 -1.463  -0.13
62 C 2.877 -1.734 -2.231  -0.13
63 C 3.987 -0.878 -2.180  0.02
64 C 2.872 -2.938 -2.997  -0.01
65 C 1.831 -3.796 -2.929  -0.01
66 C 0.722 -3.536 -2.068  -0.13
67 C -0.313 -4.464 -1.874  0.02
68 C -1.260 -4.195 -0.921  0.00
69 C -1.206 -2.987 -0.227  -0.08
70 N -0.322 -2.033 -0.471  0.07
71 C 0.667 -2.325 -1.355  -0.13
72 H 4.758 0.915 -1.292  0.12
73 H 2.694 1.393 -0.067  0.11
74 H 4.875 -1.114 -2.752  0.12
75 H 3.734 -3.159 -3.614  0.12
76 H 1.831 -4.717 -3.498  0.12
77 H -0.320 -5.388 -2.438  0.12
78 H -2.051 -4.894 -0.691  0.12
79 H -1.901 -2.823 0.582  0.11
80 C 4.563 -6.730 0.990  -0.05
81 C 4.972 -5.614 1.913  -0.28
82 C 5.069 -4.303 1.465  -0.04
83 C 5.397 -3.272 2.329  -0.03
84 C 5.582 -3.526 3.684  -0.26
85 N 5.818 -2.492 4.614  0.14
86 C 5.312 -1.210 4.724  -0.53
87 O 5.856 -0.398 5.449  0.06
88 N 4.194 -0.860 3.990  0.15
89 C 3.160 -1.676 3.498  -0.25
90 C 2.602 -2.710 4.237  0.00
91 C 1.619 -3.484 3.649  -0.04
92 C 1.227 -3.201 2.351  -0.13
93 N 1.726 -2.189 1.645  0.10
94 C 2.662 -1.448 2.218  -0.10
95 C 5.566 -4.846 4.127  -0.02
96 C 5.270 -5.873 3.247  -0.04
97 H 4.469 -6.373 -0.035  0.07
98 H 3.600 -7.142 1.298  0.08
99 H 5.291 -7.542 1.011  0.08
100 H 4.887 -4.078 0.420  0.11
101 H 5.506 -2.264 1.954  0.12
102 H 6.483 -2.695 5.343  0.15
103 H 4.031 0.136 3.967  0.14
104 H 2.931 -2.897 5.251  0.13
105 H 1.160 -4.298 4.194  0.11
106 H 0.483 -3.810 1.848  0.10
107 H 3.075 -0.637 1.627  0.11
108 H 5.776 -5.065 5.167  0.11
109 H 5.257 -6.896 3.606  0.11

=====

(6)
Molecular formula: C5H13NS2
Method: DFT, ωB97M-V/def2-TZVPD

Computed properties:
Structure (SMILES): SCCCNCCS
Strongest force on any atom (eV/Å): 4.302
Kohn-Sham gap (Ha): 0.3347
Net charge: 0
Energy relative to the best compared isomer or geometry (same formula, charge and spin) (eV): 3.456
HOMO (eV): -8.28

Last column: natural (NBO) charge in e.
Geometry (Å):
1 S -1.163 0.554 -3.882  -0.04
2 C -0.235 0.903 -2.400  -0.57
3 C -0.742 -0.015 -1.253  -0.42
4 C 0.577 -0.462 -0.506  -0.23
5 N 0.033 -1.470 0.450  -0.68
6 C -0.278 -0.980 1.775  -0.23
7 C 0.936 -0.914 2.787  -0.49
8 S 1.121 0.878 3.404  -0.09
9 H -1.904 -0.592 -3.770  0.14
10 H 0.883 1.182 -2.461  0.24
11 H -0.517 2.030 -1.979  0.21
12 H -1.125 -0.946 -1.612  0.19
13 H -1.614 0.416 -0.794  0.23
14 H 0.974 0.407 0.019  0.20
15 H 1.496 -0.750 -1.007  0.21
16 H -0.399 -2.345 0.002  0.39
17 H -0.814 0.003 1.451  0.19
18 H -0.977 -1.614 2.184  0.20
19 H 0.903 -1.490 3.712  0.23
20 H 1.982 -0.975 2.288  0.23
21 H 0.000 0.865 4.047  0.10